Molecular formula: H2N2O2S
Method: DFT, the ωB97M-V functional and the def2-TZVPD basis

Properties
- gap between HOMO and LUMO (spin up / spin down) (eV) = 8.35 / 8.35
- ΔE to the lowest compared entry with this formula, charge and spin (eV) = 1.171
- HOMO level (spin up / spin down) (hartree) = -0.353 / -0.353
- SMILES = NN=S(=O)=O

Geometry (Å):
N (-0.218, 0.162, -1.317)
N (-0.271, -0.693, -0.321)
S (0.213, -0.295, 1.134)
O (-0.323, -1.106, 2.210)
O (0.530, 1.129, 1.329)
H (-0.249, 1.039, -0.983)
H (0.318, -0.234, -2.052)